A structure of composition C25H24F3IrN11O8S4 at a distorted geometry, computed with ωB97M-V/def2-TZVPD.

Each line ends with the Löwdin spin population.
Geometry (Å):
Ir (0.505, 1.003, 0.684)  1.909
N (0.735, 0.584, 2.678)  0.092
N (1.507, 1.429, 3.400)  0.014
C (1.911, 2.578, 2.840)  0.010
N (2.753, 3.304, 3.559)  0.003
N (1.446, 2.781, 1.581)  0.086
N (1.592, 4.080, 0.944)  0.009
O (2.161, 5.022, 1.559)  0.009
O (1.105, 4.161, -0.172)  0.008
H (-0.148, 0.273, 3.021)  0.004
H (1.347, -0.291, 2.574)  0.004
H (1.975, 1.130, 4.273)  0.004
H (2.844, 3.074, 4.548)  0.001
H (2.641, 4.314, 3.404)  0.000
C (-1.900, 5.172, -0.548)  0.011
N (-1.537, 4.089, -1.416)  0.077
C (-1.395, 4.109, -2.833)  0.009
C (-0.950, 2.929, -3.231)  0.033
N (-0.941, 2.058, -2.126)  0.052
C (-1.289, 2.817, -1.027)  0.121
S (-1.513, 2.273, 0.585)  0.189
C (-0.504, 0.778, -2.047)  0.195
C (-0.173, 0.073, -3.180)  0.313
C (0.057, -1.295, -3.127)  0.038
C (-0.002, -2.056, -1.975)  0.360
C (-0.439, -1.327, -0.753)  0.084
N (-0.272, 0.176, -0.852)  0.308
H (-2.886, 4.917, -0.119)  0.003
H (-1.925, 6.074, -1.145)  0.000
H (-1.214, 5.401, 0.237)  0.004
H (-1.556, 5.011, -3.455)  0.000
H (-0.834, 2.661, -4.258)  0.003
H (-0.049, 0.633, -4.130)  0.016
H (0.292, -1.838, -4.042)  -0.004
H (0.297, -3.096, -1.976)  0.015
H (0.026, -1.646, 0.199)  0.015
N (2.356, -1.382, 2.252)  0.004
C (3.050, -0.775, 1.138)  0.019
N (2.593, 0.239, 0.501)  0.057
C (3.540, 0.646, -0.565)  0.003
C (3.408, 1.739, -1.414)  0.003
C (4.537, 1.965, -2.272)  0.000
C (5.642, 1.099, -2.232)  0.001
C (5.778, 0.012, -1.355)  0.001
C (4.725, -0.209, -0.469)  0.002
S (4.644, -1.521, 0.600)  0.011
H (1.577, -2.099, 1.906)  0.000
H (2.983, -1.838, 2.928)  0.000
H (2.459, 2.286, -1.641)  0.002
H (4.596, 2.907, -2.783)  0.000
H (6.434, 1.319, -2.871)  0.000
H (6.609, -0.649, -1.479)  0.000
O (-2.937, -2.553, -2.583)  0.010
S (-3.141, -1.518, -1.566)  0.002
O (-3.487, -0.175, -1.961)  0.006
N (-1.871, -1.673, -0.411)  0.058
C (-2.346, -1.524, 0.903)  0.006
O (-1.716, -1.094, 1.859)  0.057
C (-3.741, -2.046, 1.035)  0.133
C (-4.302, -2.879, 2.016)  0.221
C (-5.491, -3.569, 1.772)  0.027
C (-6.278, -3.199, 0.670)  0.104
C (-5.590, -2.590, -0.371)  0.215
C (-4.331, -2.024, -0.222)  0.014
H (-3.758, -2.914, 2.933)  0.007
H (-5.872, -4.112, 2.638)  -0.001
H (-7.361, -3.426, 0.485)  0.003
H (-6.109, -2.304, -1.298)  0.007
F (1.115, -5.309, -0.329)  0.000
C (-0.095, -5.219, 0.259)  0.000
F (-0.554, -6.411, 0.602)  0.000
F (-0.898, -4.628, -0.682)  0.000
S (0.006, -4.127, 1.925)  -0.001
O (-1.364, -4.121, 2.447)  0.016
O (0.982, -4.746, 2.757)  0.009
O (0.542, -2.933, 1.203)  0.011

The value obtained for the HOMO energy (spin up / spin down) is -11.0 / -13.3 eV. The expectation value of S² is 8.811. Its LUMO energy (spin up / spin down) is -6.2 / -10.8 eV. The charge is +2. The spin multiplicity is 6. The calculation puts the HOMO-LUMO gap (spin up / spin down) at 4.808 / 2.469 eV. The energy above the lowest of the compared OMol25 structures with the same formula, charge and spin is 0.00 kJ/mol.

=====

A structure of composition C25H24F3N3O5Ti, computed with ωB97M-V/def2-TZVPD.

Each line ends with the Löwdin spin population.
Geometry (Å):
Ti (-0.631, 0.949, 0.810)  0.101
O (-5.228, 3.770, -1.922)  0.057
C (-4.192, 3.082, -1.298)  0.165
C (-4.379, 1.864, -0.672)  -0.011
C (-3.283, 1.232, -0.098)  0.222
N (-2.013, 1.738, -0.350)  0.193
C (-1.941, 3.110, -0.519)  0.113
C (-2.979, 3.792, -1.073)  -0.003
C (-0.857, 3.775, 0.321)  0.018
O (-0.406, 4.878, 0.053)  0.020
O (-0.595, 3.035, 1.356)  0.011
C (-3.375, 0.382, 1.132)  0.051
O (-4.376, -0.252, 1.440)  0.061
O (-2.277, 0.470, 1.862)  0.014
H (-6.001, 3.200, -1.888)  0.001
H (-5.370, 1.457, -0.492)  -0.003
H (-2.926, 4.866, -1.185)  -0.002
F (6.099, 2.683, -0.934)  0.025
C (5.696, 1.860, 0.094)  0.061
F (6.344, 0.679, -0.193)  0.024
F (6.307, 2.346, 1.206)  0.006
C (4.250, 1.735, 0.240)  0.249
C (3.545, 2.102, 1.416)  0.074
C (2.192, 1.961, 1.470)  0.109
N (1.425, 1.468, 0.435)  0.231
C (2.115, 1.090, -0.690)  0.092
C (3.463, 1.213, -0.828)  0.073
H (4.057, 2.492, 2.286)  0.002
H (1.645, 2.255, 2.358)  0.005
H (1.517, 0.663, -1.484)  0.005
H (3.916, 0.904, -1.762)  0.003
C (-0.525, -0.802, -2.860)  0.002
C (-1.252, -2.036, -2.330)  0.001
C (-2.722, -1.729, -2.065)  0.004
C (-0.597, -2.711, -1.140)  0.001
C (-0.403, -4.085, -1.227)  0.000
C (0.164, -4.822, -0.202)  0.001
C (0.585, -4.145, 0.933)  0.000
C (0.440, -2.770, 1.070)  0.001
C (1.113, -2.146, 2.284)  0.000
C (2.484, -1.595, 1.891)  0.001
C (0.316, -1.110, 3.069)  0.002
C (-0.200, -2.027, 0.041)  0.002
N (-0.381, -0.675, 0.180)  0.012
H (-0.951, -0.514, -3.826)  0.000
H (0.543, -0.992, -2.996)  0.000
H (-0.637, 0.044, -2.183)  0.002
H (-1.218, -2.790, -3.129)  0.000
H (-2.829, -0.999, -1.269)  0.003
H (-3.270, -2.626, -1.770)  0.000
H (-3.197, -1.310, -2.958)  0.000
H (-0.723, -4.584, -2.138)  0.000
H (0.295, -5.894, -0.291)  0.000
H (1.068, -4.687, 1.741)  0.000
H (1.278, -2.984, 2.974)  0.000
H (2.390, -0.812, 1.138)  0.000
H (3.108, -2.389, 1.476)  0.000
H (3.003, -1.158, 2.750)  0.001
H (0.312, -0.174, 2.505)  0.001
H (0.794, -0.892, 4.026)  0.000
H (-0.728, -1.383, 3.217)  0.000

The value obtained for the HOMO energy (spin up / spin down) is 0.0 / -1.9 eV. The expectation value of S² is 2.040. Its LUMO energy (spin up / spin down) is 4.6 / 4.6 eV. The charge is -2. The spin multiplicity is 3. The calculation puts the HOMO-LUMO gap (spin up / spin down) at 4.623 / 6.535 eV.